No. 1
A molecular structure, C31H42BrN2O9P2Re in a non-equilibrium geometry. Source: OMol25; level of theory: ωB97M-V/def2-TZVPD.

Structure (XYZ):
```
88
Properties=species:S:1:pos:R:3:forces:R:3
Re -0.327 1.056 0.105 -0.22 -2.40 -2.40
C 0.853 1.554 -1.865 0.16 0.54 0.20
C 1.529 1.946 -0.635 0.23 0.22 0.21
C 1.972 0.707 0.016 0.24 0.52 0.07
C 1.431 -0.326 -0.771 0.24 0.48 0.00
C 0.866 0.169 -1.992 -0.14 0.14 0.27
C 0.727 -0.668 -3.249 0.04 -0.06 0.10
C 2.161 -0.584 -3.829 0.01 -0.07 -0.05
C -0.224 -0.136 -4.318 -0.01 0.04 0.01
C 0.421 -2.139 -2.954 0.01 0.00 0.00
C 2.971 0.373 1.162 -0.08 -0.17 -0.14
C 4.179 1.310 1.163 0.10 -0.01 -0.02
C 2.369 0.348 2.565 -0.01 0.05 0.04
C 3.528 -1.039 0.893 0.01 -0.02 0.06
C 1.902 3.426 -0.422 -0.02 -0.08 -0.10
C 3.320 3.661 -0.976 -0.01 0.05 0.00
C 1.782 3.868 1.037 0.04 0.02 0.08
C 0.983 4.330 -1.261 -0.05 0.05 0.02
H 0.507 2.253 -2.606 -0.02 0.02 0.00
H 1.535 -1.369 -0.535 -0.14 -0.07 0.06
H 2.397 0.431 -4.146 0.00 0.05 0.00
H 2.237 -1.241 -4.695 -0.02 -0.02 -0.03
H 2.908 -0.899 -3.100 0.03 -0.02 0.04
H -0.059 0.923 -4.521 -0.02 0.07 0.03
H -1.271 -0.291 -4.073 -0.03 -0.04 0.07
H -0.023 -0.676 -5.243 0.00 0.02 -0.04
H 1.238 -2.624 -2.419 0.02 0.00 0.04
H 0.294 -2.673 -3.896 0.02 0.00 -0.01
H -0.489 -2.269 -2.376 -0.13 0.02 0.02
H 3.932 2.334 1.419 -0.03 -0.02 0.03
H 4.701 1.299 0.207 -0.01 -0.01 -0.05
H 4.878 0.949 1.919 0.01 0.00 0.01
H 2.023 1.328 2.886 -0.03 0.01 -0.01
H 3.144 0.020 3.260 0.04 0.01 0.02
H 1.534 -0.346 2.634 0.01 -0.01 0.00
H 3.891 -1.156 -0.129 0.04 0.03 -0.04
H 2.792 -1.818 1.094 -0.05 -0.02 0.00
H 4.367 -1.216 1.564 -0.01 -0.01 0.02
H 4.106 3.274 -0.342 0.02 -0.02 0.02
H 3.481 4.735 -1.079 -0.01 0.02 0.01
H 3.428 3.217 -1.967 -0.01 -0.03 -0.06
H 2.172 3.141 1.745 0.02 -0.01 -0.03
H 0.743 4.049 1.305 -0.02 -0.02 -0.02
H 2.333 4.800 1.175 0.01 0.02 0.01
H 1.195 4.250 -2.327 0.03 -0.01 -0.04
H 1.177 5.364 -0.976 0.01 0.03 0.00
H -0.072 4.136 -1.085 -0.03 -0.03 0.03
O -3.679 3.359 0.923 -0.16 0.01 0.04
P -2.490 2.369 1.115 0.74 0.47 0.08
O -2.650 1.017 0.494 -0.04 0.09 -0.13
O -1.194 2.912 0.471 -0.03 0.47 0.57
O -2.285 2.280 2.677 -0.28 0.03 0.22
P -1.040 1.397 3.310 0.13 -0.03 -0.43
O 0.023 2.547 3.594 0.03 0.05 0.17
O -1.440 0.634 4.479 -0.07 -0.04 0.08
O -0.500 0.638 2.073 -0.17 0.42 0.61
H -4.045 3.755 1.726 0.06 -0.05 -0.07
H 0.112 2.719 4.543 -0.04 -0.02 -0.08
C -2.588 1.798 -2.623 -0.11 -0.08 -0.01
O -1.940 0.687 -2.003 -0.16 0.04 -0.16
C -2.690 -0.417 -1.742 0.37 -0.28 0.34
C -3.867 -0.751 -2.379 0.07 -0.11 0.11
C -4.535 -1.911 -1.985 0.10 0.00 0.08
Br -6.132 -2.382 -2.864 -0.04 -0.01 -0.02
C -4.060 -2.705 -0.964 -0.06 0.06 -0.09
C -2.871 -2.367 -0.310 0.07 0.18 -0.13
C -2.172 -1.236 -0.721 -0.12 0.19 -0.29
O -0.975 -0.900 -0.117 -0.65 -0.69 0.59
C -2.365 -3.106 0.843 -0.05 0.08 -0.11
N -1.304 -2.687 1.499 0.03 0.15 -0.25
C -1.121 -3.559 2.559 0.05 0.00 0.05
C -0.160 -3.571 3.567 -0.05 -0.03 -0.01
C -0.239 -4.586 4.495 -0.06 -0.02 -0.03
C -1.243 -5.567 4.427 0.05 -0.01 0.04
C -2.201 -5.563 3.435 0.02 0.04 0.02
C -2.120 -4.534 2.505 0.05 -0.02 0.02
N -2.894 -4.219 1.397 0.09 0.10 0.04
H -2.740 1.606 -3.687 -0.01 0.03 0.02
H -1.922 2.647 -2.492 -0.02 0.00 0.00
H -3.543 1.992 -2.133 0.01 0.04 -0.01
H -4.275 -0.130 -3.161 0.00 0.02 -0.01
H -4.626 -3.576 -0.666 -0.01 -0.03 0.00
H -0.901 -1.571 0.777 -0.03 -0.32 0.28
H 0.601 -2.806 3.622 0.02 0.03 0.00
H 0.482 -4.629 5.299 0.02 -0.01 0.03
H -1.266 -6.345 5.178 0.00 -0.01 0.01
H -2.974 -6.318 3.393 -0.02 -0.02 -0.01
H -3.716 -4.705 1.084 -0.01 -0.01 0.00
```
Positions in Å, forces in eV/Å.

highest occupied orbital energy (spin up / spin down)	-11.0 / -10.9	eV
total charge	+1
energy relative to the best compared isomer or geometry (same formula, charge and spin)	25.65	kcal/mol
energy	-144988.606	eV
spin multiplicity	2

***

No. 2
A molecular structure, C31H42BrN3OsP2 in a non-equilibrium geometry. Source: OMol25; level of theory: ωB97M-V/def2-TZVPD.

Structure (XYZ):
```
80
Properties=species:S:1:pos:R:3:forces:R:3
C -2.450 1.610 -4.805 -0.15 0.16 -0.10
C -1.161 2.085 -4.504 -0.34 0.49 -0.51
C -0.630 3.140 -5.268 -0.32 -0.15 -0.08
C -1.430 3.655 -6.302 0.35 -0.16 0.43
N -2.642 3.177 -6.585 -0.02 0.13 -0.11
C -3.153 2.182 -5.867 0.43 -0.17 0.44
C -0.447 1.371 -3.487 -3.90 1.56 -1.88
C -0.761 0.480 -2.552 -2.24 0.00 -1.29
C -0.433 -0.646 -1.806 -0.89 -2.33 0.97
C -1.126 -1.173 -0.658 0.34 0.80 0.54
C -0.628 -2.207 0.105 -0.49 0.59 -0.32
C 0.635 -2.811 -0.154 0.55 2.49 -2.66
C 1.325 -2.365 -1.294 -0.78 -0.15 0.60
C 0.759 -1.359 -2.201 -0.39 -1.33 -0.32
Os 1.107 0.672 -2.686 4.96 -1.02 1.80
P -1.495 0.694 1.545 -0.03 2.05 2.65
H 0.356 3.559 -5.065 -0.24 -0.10 -0.11
H -2.890 0.803 -4.224 0.04 0.11 -0.11
H -1.064 4.483 -6.915 -0.18 -0.28 0.15
H -4.147 1.811 -6.117 0.23 0.22 -0.09
H 0.922 -1.531 -3.288 0.03 -0.26 0.24
H -2.070 -0.677 -0.404 0.13 -0.63 -0.31
H 2.298 -2.779 -1.551 -0.36 -0.22 -0.12
H -1.218 -2.545 0.956 0.11 -0.01 -0.21
C -0.356 0.049 2.855 0.21 -0.92 -0.70
C 0.168 1.063 3.871 0.05 0.51 0.26
H 0.488 -0.422 2.323 -0.16 0.01 0.23
H -0.887 -0.774 3.362 0.05 0.26 -0.26
H 0.626 0.526 4.712 -0.12 0.07 -0.26
H 0.944 1.707 3.441 -0.25 -0.17 0.13
H -0.627 1.697 4.280 0.34 -0.16 -0.11
C -0.889 2.373 1.084 0.26 -0.20 -0.83
C -1.942 3.419 0.717 -0.33 0.14 -0.01
H -0.245 2.213 0.208 -0.09 0.13 0.26
H -0.246 2.740 1.898 -0.11 -0.29 -0.11
H -1.454 4.226 0.150 -0.19 -0.23 0.25
H -2.739 3.008 0.080 0.19 0.17 0.18
H -2.391 3.864 1.616 0.05 -0.15 -0.39
C -3.112 0.955 2.374 -0.66 -0.80 -0.95
C -3.134 1.785 3.653 0.30 0.36 0.51
H -3.515 -0.053 2.569 -0.02 0.31 -0.11
H -3.762 1.419 1.614 0.11 -0.21 0.20
H -4.178 1.951 3.948 0.20 -0.10 -0.20
H -2.643 1.272 4.487 -0.13 0.12 -0.18
H -2.676 2.773 3.525 -0.09 -0.27 0.07
Br 1.403 -3.935 1.046 0.57 -0.91 0.74
P 2.899 0.626 -1.309 2.54 0.07 1.17
C 2.269 1.636 0.133 0.13 0.79 -0.30
C 3.090 1.995 1.367 0.36 0.15 -0.04
H 1.399 1.060 0.512 0.40 -0.12 -0.73
H 1.875 2.548 -0.336 -0.12 -0.02 0.24
H 2.413 2.461 2.097 0.26 -0.03 -0.24
H 3.521 1.112 1.847 -0.03 0.21 -0.02
H 3.884 2.714 1.146 -0.08 -0.16 0.08
C 3.928 -0.633 -0.465 -0.05 -0.63 0.40
C 5.280 -1.070 -1.051 0.29 0.09 -0.15
H 3.314 -1.528 -0.270 0.19 0.54 0.10
H 4.129 -0.154 0.508 -0.20 -0.31 -0.32
H 5.534 -2.049 -0.617 -0.03 0.34 -0.26
H 5.281 -1.158 -2.146 0.01 -0.15 0.32
H 6.085 -0.376 -0.758 -0.35 -0.20 -0.22
C 3.731 1.005 -3.027 -0.33 -0.22 1.09
C 3.217 2.311 -3.611 0.64 -0.20 -0.17
H 3.244 0.176 -3.639 0.99 0.26 0.46
H 4.821 0.859 -2.976 -0.44 0.13 -0.32
H 2.117 2.413 -3.432 -0.26 0.44 -0.11
H 3.720 3.169 -3.165 -0.36 0.14 0.10
H 3.380 2.336 -4.691 -0.19 0.03 0.09
N -2.893 -7.973 5.647 -0.07 -0.32 0.25
C -2.690 -7.047 4.960 0.38 1.98 -1.40
C -2.442 -5.908 4.106 -0.28 -2.47 1.19
C -1.991 -6.097 2.796 0.64 0.24 -1.86
C -1.775 -4.963 2.001 -0.10 -1.86 0.37
N -1.972 -3.730 2.456 -0.24 0.67 0.44
C -2.408 -3.535 3.700 -0.22 -0.55 0.58
C -2.651 -4.605 4.572 -0.34 2.09 0.61
H -1.797 -7.087 2.386 -0.13 0.16 0.19
H -1.426 -5.080 0.972 -0.17 0.04 0.37
H -2.576 -2.504 4.022 0.05 -0.44 -0.04
H -2.999 -4.409 5.584 0.06 -0.14 -0.16
```
Positions in Å, forces in eV/Å.

highest occupied orbital energy (spin up / spin down)	-18.1 / -18.1	eV
total charge	+4
energy relative to the best compared isomer or geometry (same formula, charge and spin)	118.86	kcal/mol
energy	-128334.257	eV
spin multiplicity	5

***

No. 3
A molecular structure, C31H42ClIrN3O4Si in a non-equilibrium geometry. Source: OMol25; level of theory: ωB97M-V/def2-TZVPD.

Structure (XYZ):
```
83
Properties=species:S:1:pos:R:3:forces:R:3
Ir 0.514 0.809 -0.871 -0.57 0.82 0.12
C 1.167 3.516 0.097 -0.02 0.08 0.14
C -0.213 3.134 0.602 0.12 -0.02 0.13
N -0.861 2.263 -0.404 -0.16 -0.12 0.09
C -1.347 2.963 -1.628 -0.02 0.02 -0.09
C -0.914 2.191 -2.868 0.02 0.10 -0.05
N 0.507 1.773 -2.736 0.24 -0.44 -0.13
C 1.511 2.868 -2.883 0.07 -0.06 0.04
C 2.547 2.676 -1.796 0.14 0.03 -0.27
N 1.838 2.330 -0.537 0.13 -0.26 -0.02
H 1.758 3.876 0.938 0.09 -0.04 -0.06
H 1.145 4.310 -0.648 -0.12 -0.01 -0.01
H -0.807 4.018 0.845 -0.02 0.03 -0.15
H -0.113 2.536 1.508 -0.05 0.10 -0.08
H -1.606 1.734 0.051 -0.05 0.13 -0.03
H -0.953 3.980 -1.626 0.04 -0.03 0.00
H -2.433 3.041 -1.611 0.00 0.03 0.02
H -1.067 2.778 -3.776 -0.02 0.04 0.03
H -1.500 1.277 -2.957 0.01 -0.03 -0.05
H 0.705 1.061 -3.440 0.01 0.04 -0.02
H 0.992 3.825 -2.837 0.05 0.01 0.09
H 2.007 2.806 -3.851 -0.12 -0.03 -0.05
H 3.196 3.545 -1.667 -0.13 0.06 0.08
H 3.152 1.811 -2.062 0.02 0.00 0.02
H 2.541 1.953 0.096 -0.14 0.01 0.16
C -0.625 -3.125 -2.040 -0.01 -0.02 0.01
C -0.926 -2.125 -3.119 0.03 -0.02 0.01
C -2.201 -1.566 -3.204 -0.04 0.01 0.04
C -2.554 -0.709 -4.232 0.02 -0.04 -0.02
Cl -4.153 -0.030 -4.270 0.00 0.03 0.02
C -1.648 -0.394 -5.232 0.01 0.06 0.04
C -0.370 -0.919 -5.150 0.00 0.04 0.02
C -0.001 -1.766 -4.104 0.11 0.25 -0.08
O 1.272 -2.253 -4.216 -0.09 -0.52 -0.02
C 2.162 -2.324 -3.106 0.13 0.25 -0.07
C 2.287 -0.921 -2.525 0.25 0.38 0.32
O 2.851 -0.037 -3.154 -0.31 0.08 -0.15
O 1.715 -0.756 -1.363 -0.24 -0.52 -0.03
H -1.543 -3.429 -1.540 0.00 -0.01 -0.03
H 0.046 -2.708 -1.289 -0.06 -0.01 0.00
H -0.157 -4.019 -2.456 -0.01 0.00 -0.01
H -2.949 -1.843 -2.473 0.01 0.01 0.06
H -1.937 0.245 -6.055 0.00 -0.01 0.01
H 0.367 -0.714 -5.917 -0.01 0.00 0.03
H 3.103 -2.623 -3.559 0.08 0.01 0.13
H 1.868 -3.036 -2.340 -0.11 -0.07 -0.07
C -2.437 -2.591 1.470 -0.04 -0.01 0.02
C -2.268 -1.331 2.330 0.07 0.16 -0.01
C -2.508 -1.678 3.802 -0.07 -0.06 0.01
C -3.267 -0.265 1.857 -0.01 -0.03 -0.01
Si -0.504 -0.726 2.053 -0.06 -0.08 -0.40
O -0.452 -0.220 0.465 0.56 -0.41 0.23
C 0.036 0.765 3.062 0.10 0.03 0.09
C 1.384 1.128 2.917 0.02 -0.02 0.04
C 1.906 2.253 3.537 -0.04 0.02 -0.03
C 1.083 3.048 4.327 0.02 0.03 -0.01
C -0.248 2.700 4.501 -0.03 0.02 0.00
C -0.763 1.569 3.875 -0.01 0.02 -0.05
C 0.774 -2.033 2.408 0.18 0.01 -0.08
C 1.473 -2.659 1.374 -0.06 -0.03 -0.08
C 2.483 -3.576 1.638 -0.02 0.01 0.04
C 2.812 -3.880 2.950 0.01 0.00 0.00
C 2.134 -3.264 3.995 -0.01 -0.02 0.01
C 1.133 -2.345 3.723 -0.08 -0.02 0.01
H -3.484 -2.912 1.464 0.01 0.01 0.03
H -1.836 -3.417 1.855 0.02 0.01 -0.03
H -2.137 -2.407 0.435 -0.04 0.00 0.00
H -3.536 -2.025 3.946 0.01 -0.01 -0.02
H -2.358 -0.826 4.468 0.00 0.01 -0.01
H -1.845 -2.481 4.130 0.01 0.02 0.01
H -4.296 -0.614 1.991 0.02 -0.03 0.03
H -3.138 -0.056 0.791 0.01 0.02 0.02
H -3.171 0.673 2.412 0.00 0.00 -0.04
H 2.041 0.502 2.317 0.00 -0.05 0.04
H 2.956 2.500 3.427 0.01 0.00 0.01
H 1.484 3.924 4.822 0.00 -0.01 0.01
H -0.887 3.305 5.132 0.01 0.00 0.00
H -1.807 1.326 4.028 0.02 -0.02 0.01
H 1.237 -2.410 0.346 0.06 0.02 0.07
H 3.017 -4.047 0.822 -0.01 0.00 0.00
H 3.600 -4.592 3.162 -0.01 0.00 0.00
H 2.393 -3.496 5.020 0.00 0.00 0.00
H 0.625 -1.862 4.553 0.02 0.02 0.00
```
Positions in Å, forces in eV/Å.

highest occupied orbital energy	-11.0	eV
total charge	+1
energy relative to the best compared isomer or geometry (same formula, charge and spin)	5.67	kcal/mol
energy	-68725.432	eV